C3H7N6O | ωB97M-V/def2-TZVPD

Each line ends with the Mulliken charge.
Element x y z (Å)
N1 0.030 -2.412 0.262  -0.560
C1 -0.398 -1.292 -0.339  0.163
N2 0.821 -0.235 -0.274  -0.282
C2 0.862 1.054 0.048  0.513
N3 2.099 1.712 0.169  -0.407
N4 -0.304 1.729 0.121  -0.071
C3 -1.451 0.941 0.111  0.449
N5 -2.711 0.892 -0.133  -0.540
O1 -2.783 -0.482 -0.022  -0.100
N6 -1.392 -0.471 0.328  -0.150
H1 -0.359 -2.512 1.164  0.237
H2 -0.146 -3.270 -0.222  0.293
H3 -0.721 -1.360 -1.432  0.410
H4 1.717 -0.747 -0.058  0.273
H5 2.312 2.551 -0.221  0.215
H6 2.961 1.147 0.410  0.240
H7 -0.537 2.755 0.090  0.317

lowest unoccupied orbital energy: -3.78 eV
SMILES: N[C@@H]1NC(=[NH2+])Nc2non21
HOMO: -13.875 eV
E: -14201.504 eV
charge: +1


C3H7NO | ωB97M-V/def2-TZVPD

Each line ends with the Mulliken spin population.
Element x y z (Å)
C1 -0.801 1.348 -1.782  0.577
C2 -1.342 0.061 -1.688  0.437
H1 -1.019 2.101 -1.023  -0.023
H2 -0.067 1.635 -2.547  -0.009
H3 -1.371 -0.534 -0.770  -0.006
H4 -1.668 -0.500 -2.569  0.006
C3 0.525 -0.339 1.940  0.005
N1 1.554 -1.159 1.554  0.022
O1 0.418 0.193 3.016  0.004
H5 -0.290 -0.410 1.207  -0.004
H6 2.400 -1.033 2.087  0.001
H7 1.660 -1.363 0.575  -0.009

lowest unoccupied orbital energy (alpha / beta): 3.84 / 3.80 eV
HOMO (alpha / beta): 0.613 / -2.039 eV
E: -6759.481 eV
charge: -1
multiplicity: 2


C3H7NO | ωB97M-V/def2-TZVPD

Each line ends with the Mulliken charge.
Element x y z (Å)
O1 1.841 0.435 0.668  -0.526
C1 1.216 -0.577 -0.079  -0.529
C2 -0.205 -0.233 -0.519  0.030
C3 -1.280 -0.030 0.474  -0.311
N1 -0.664 1.114 -0.195  -0.633
H1 1.208 1.162 0.743  0.350
H2 1.173 -1.484 0.539  0.231
H3 1.819 -0.804 -0.969  0.276
H4 -0.505 -0.647 -1.481  0.385
H5 -1.042 -0.115 1.532  0.201
H6 -2.296 -0.314 0.207  0.287
H7 -1.266 1.494 -0.919  0.238

lowest unoccupied orbital energy: 1.01 eV
SMILES: OC[C@H]1CN1
HOMO: -9.815 eV
E: -6760.704 eV


C3H7NO | ωB97M-V/def2-TZVPD

Each line ends with the Mulliken charge.
Element x y z (Å)
O1 2.117 0.724 -0.272  -0.658
C1 1.247 -0.260 -0.207  -0.066
C2 -0.196 -0.004 -0.577  -0.049
C3 -1.354 -0.243 0.315  -0.293
N1 -0.834 1.104 0.094  -0.486
H1 1.649 0.177 0.933  0.134
H2 1.055 -0.551 1.194  0.033
H3 1.579 -1.283 -0.475  0.330
H4 -0.354 -0.141 -1.649  0.361
H5 -1.195 -0.624 1.323  0.210
H6 -2.297 -0.540 -0.139  0.253
H7 -1.416 1.642 -0.541  0.231

lowest unoccupied orbital energy: 0.89 eV
HOMO: -9.387 eV
E: -6756.625 eV


C3H7NO | ωB97M-V/def2-TZVPD

Each line ends with the Mulliken charge.
Element x y z (Å)
C1 2.333 -0.461 -0.197  -1.054
C2 1.228 0.583 0.223  -0.314
C3 -0.194 -0.061 0.298  -0.166
N1 -1.191 0.369 -0.359  -0.348
O1 -2.382 -0.347 0.037  -0.403
H1 2.155 -0.762 -1.210  0.324
H2 2.362 -1.333 0.439  0.325
H3 3.324 0.098 -0.262  0.282
H4 1.541 1.012 1.133  0.319
H5 1.295 1.477 -0.491  0.245
H6 -0.364 -0.920 0.927  0.433
H7 -3.123 0.251 -0.269  0.355

lowest unoccupied orbital energy: 1.19 eV
SMILES: CC/C=N/O
HOMO: -9.897 eV
E: -6759.977 eV


C3H7NO | ωB97M-V/def2-TZVPD

Each line ends with the Mulliken charge.
Element x y z (Å)
C1 -1.187 0.706 0.386  -0.969
C2 -0.561 -0.675 -0.182  -0.371
N1 0.781 -0.556 -0.752  -0.190
C3 1.683 -0.008 0.098  0.005
O1 1.460 0.122 1.290  -0.556
H1 -2.115 0.470 0.930  0.298
H2 -1.407 1.368 -0.452  0.295
H3 -0.653 1.383 1.128  0.309
H4 -1.082 -1.291 -0.972  0.353
H5 -0.480 -1.336 0.682  0.217
H6 0.957 -0.506 -1.747  0.250
H7 2.605 0.322 -0.410  0.359

lowest unoccupied orbital energy: 0.94 eV
SMILES: CCNC=O
HOMO: -9.772 eV
E: -6761.688 eV


C3H7NO | ωB97M-V/def2-TZVPD

Each line ends with the Mulliken charge.
Element x y z (Å)
C1 -0.625 1.046 0.805  -0.581
C2 0.605 0.967 1.286  0.048
N1 1.703 0.147 0.823  -0.675
H1 -1.395 1.564 1.357  0.244
H2 -0.911 0.642 -0.155  0.045
H3 0.887 1.564 2.145  0.319
H4 1.341 -0.777 0.593  0.355
H5 1.924 0.482 -0.115  0.276
C3 -0.885 -1.419 -1.687  -0.189
O1 -0.242 -1.701 -0.720  -0.378
H6 -0.569 -0.611 -2.369  0.275
H7 -1.832 -1.904 -1.963  0.260

lowest unoccupied orbital energy: 0.45 eV
SMILES: C=CN.C=O
HOMO: -9.462 eV
E: -6760.020 eV


C3H7NO | ωB97M-V/def2-TZVPD

Each line ends with the Mulliken charge.
Element x y z (Å)
C1 1.158 1.011 -0.380  -1.035
C2 -0.100 0.534 0.695  -0.423
N1 -1.140 -0.354 0.196  -0.153
C3 -0.889 -1.644 -0.167  0.057
O1 0.123 -2.246 0.121  -0.542
H1 1.796 1.835 0.008  0.322
H2 0.720 1.293 -1.324  0.311
H3 1.890 0.187 -0.578  0.302
H4 -0.617 1.337 1.253  0.376
H5 0.750 0.077 1.127  0.217
H6 -1.991 0.060 -0.170  0.234
H7 -1.698 -2.090 -0.783  0.331

lowest unoccupied orbital energy: 0.89 eV
SMILES: CCNC=O
HOMO: -9.434 eV
E: -6761.044 eV


C3H7NO | ωB97M-V/def2-TZVPD

Each line ends with the Mulliken charge.
Element x y z (Å)
C1 1.160 -0.897 1.025  -0.798
C2 -0.741 0.033 -0.383  0.749
N1 -1.742 0.946 -0.511  -0.391
C3 0.621 0.413 -0.624  -0.845
O1 -0.979 -1.013 0.280  -0.660
H1 -2.666 0.681 -0.211  0.236
H2 -1.644 1.733 -1.128  0.196
H3 2.051 -0.293 1.099  0.328
H4 0.620 -0.918 1.960  0.291
H5 1.325 -1.858 0.559  0.318
H6 1.157 -0.288 -1.252  0.278
H7 0.838 1.460 -0.813  0.296

lowest unoccupied orbital energy: 0.47 eV
HOMO: -8.449 eV
E: -6759.142 eV


C3H7NO | ωB97M-V/def2-TZVPD

Each line ends with the Mulliken charge.
Element x y z (Å)
C1 1.003 0.276 -0.503  -0.215
C2 1.959 -0.669 0.009  -0.727
C3 -2.010 0.615 -0.062  -0.644
N1 -0.826 0.119 0.700  0.074
O1 -0.966 -1.040 1.117  -0.402
H1 1.312 1.264 -0.839  0.305
H2 2.757 -0.775 -0.796  0.309
H3 1.328 -1.700 0.199  0.212
H4 2.328 -0.358 0.942  0.274
H5 -2.458 -0.083 -0.705  0.308
H6 -1.587 1.418 -0.702  0.269
H7 -2.842 0.932 0.640  0.239

lowest unoccupied orbital energy (alpha / beta): -0.32 / -0.11 eV
HOMO (alpha / beta): -8.283 / -8.015 eV
E: -6755.116 eV


C3H7NO | ωB97M-V/def2-TZVPD

Each line ends with the Mulliken charge.
Element x y z (Å)
C1 -0.106 -1.865 0.256  -0.811
N1 0.222 -0.547 -0.348  -0.247
C2 -0.363 0.504 0.187  0.628
C3 0.104 1.849 -0.266  -0.898
O1 -1.304 0.473 1.078  -0.646
H1 0.520 -2.607 -0.474  0.300
H2 -1.077 -1.884 -0.010  0.325
H3 0.133 -2.021 1.319  0.264
H4 1.215 -0.453 -0.640  0.302
H5 -0.014 1.850 -1.366  0.281
H6 -0.597 2.612 0.288  0.243
H7 1.268 2.089 -0.024  0.258

lowest unoccupied orbital energy: 0.78 eV
SMILES: CNC(C)=O
HOMO: -9.539 eV
E: -6761.206 eV


C3H7NO | ωB97M-V/def2-TZVPD

Each line ends with the Mulliken charge.
Element x y z (Å)
C1 -0.521 -1.121 -0.894  -0.779
N1 -0.221 -0.007 0.074  0.075
C2 1.130 0.011 0.773  -0.884
C3 -0.837 1.196 0.166  0.166
O1 -1.765 1.643 -0.480  -0.553
H1 0.279 -1.039 -1.706  0.286
H2 -0.493 -2.119 -0.393  0.252
H3 -1.495 -0.880 -1.314  0.312
H4 1.911 -0.018 0.038  0.346
H5 1.226 1.019 1.158  0.298
H6 1.114 -0.668 1.739  0.264
H7 -0.328 1.983 0.839  0.217

lowest unoccupied orbital energy: 0.83 eV
SMILES: CN(C)C=O
HOMO: -9.485 eV
E: -6761.233 eV


C3H7NO | ωB97M-V/def2-TZVPD

Each line ends with the Mulliken charge.
Element x y z (Å)
O1 0.690 1.345 1.280  -0.574
C1 0.531 0.029 0.751  0.048
C2 0.754 -0.071 -0.811  -0.484
N1 -0.680 0.000 -0.999  -0.461
C3 -0.896 -0.385 0.439  -0.508
H1 -0.060 1.918 0.875  0.349
H2 1.056 -0.713 1.333  0.352
H3 1.443 0.651 -1.341  0.248
H4 1.106 -0.996 -1.162  0.293
H5 -1.157 -0.533 -1.769  0.233
H6 -1.787 0.207 0.769  0.255
H7 -1.000 -1.452 0.636  0.249

lowest unoccupied orbital energy: 1.04 eV
SMILES: OC1CNC1
HOMO: -8.887 eV
E: -6760.251 eV


C3H7NO | ωB97M-V/def2-TZVPD

Each line ends with the Mulliken charge.
Element x y z (Å)
C1 1.340 -1.137 -0.421  -0.255
N1 1.405 -0.103 -1.163  -0.259
O1 0.960 0.840 -0.449  -0.175
C2 0.053 0.707 0.656  -0.521
C3 -1.336 0.406 0.017  -0.767
H1 1.787 -2.151 -0.756  0.237
H2 0.759 -1.258 0.476  0.235
H3 0.191 -0.061 1.382  0.381
H4 0.006 1.802 0.793  0.298
H5 -1.521 1.192 -0.797  0.276
H6 -1.376 -0.685 -0.420  0.219
H7 -2.267 0.448 0.681  0.332

lowest unoccupied orbital energy: 0.98 eV
SMILES: C=NOCC
HOMO: -9.378 eV
E: -6757.764 eV


C3H7NO | ωB97M-V/def2-TZVPD

Each line ends with the Mulliken charge.
Element x y z (Å)
C1 0.433 0.055 0.533  0.432
C2 -0.901 -0.603 0.280  -0.581
C3 -0.002 0.902 -0.662  -0.624
H1 2.289 -0.096 -0.137  0.270
H2 2.003 -1.145 1.280  0.273
H3 0.349 0.703 1.447  0.234
H4 -1.482 -0.810 1.209  0.256
H5 -0.849 -1.548 -0.195  0.304
H6 0.016 1.978 -0.600  0.262
H7 0.450 0.619 -1.611  0.307
N1 1.556 -0.810 0.309  -0.732
O1 -1.356 0.481 -0.558  -0.400

lowest unoccupied orbital energy: 0.92 eV
HOMO: -9.630 eV
E: -6760.002 eV


C3H7NO | ωB97M-V/def2-TZVPD

Each line ends with the Mulliken charge.
Element x y z (Å)
C1 -1.589 0.328 0.183  -1.100
C2 -0.353 -0.570 0.500  -0.219
C3 0.941 0.182 0.115  0.349
N1 1.888 -0.222 -0.857  -0.406
O1 1.004 1.333 0.504  -0.535
H1 -2.509 -0.256 0.313  0.335
H2 -1.681 1.212 0.827  0.282
H3 -1.586 0.692 -0.851  0.322
H4 -0.472 -1.519 -0.025  0.287
H5 -0.374 -0.760 1.585  0.244
H6 2.519 -1.016 -0.936  0.212
H7 2.212 0.595 -1.358  0.230

lowest unoccupied orbital energy: 1.03 eV
SMILES: CCC(N)=O
HOMO: -9.711 eV
E: -6761.996 eV


C3H7NO | ωB97M-V/def2-TZVPD

Each line ends with the Mulliken charge.
Element x y z (Å)
C1 0.670 -1.674 0.503  -0.684
N1 0.128 -0.201 0.615  -0.234
C2 -0.562 0.344 -0.553  -0.596
C3 -0.468 1.910 -0.337  -0.020
O1 0.473 2.325 0.351  -0.438
H1 -0.177 -2.308 0.371  0.299
H2 1.415 -1.850 -0.438  0.201
H3 1.334 -1.805 1.394  0.275
H4 -0.342 0.320 1.349  0.208
H5 -1.605 0.184 -0.707  0.261
H6 -0.040 0.151 -1.404  0.389
H7 -0.825 2.602 -1.144  0.340

lowest unoccupied orbital energy: 0.76 eV
SMILES: CNCC=O
HOMO: -8.558 eV
E: -6759.431 eV


C3H7NO | ωB97M-V/def2-TZVPD

Each line ends with the Mulliken charge.
Element x y z (Å)
C1 -1.361 -0.356 -0.018  -1.375
C2 0.026 0.230 -0.208  1.272
N1 0.299 1.041 -1.309  -0.618
O1 -0.047 1.645 0.207  -0.428
C3 1.135 -0.605 0.411  -1.199
H1 -1.431 -1.310 -0.550  0.322
H2 -2.098 0.336 -0.430  0.373
H3 -1.569 -0.533 1.043  0.310
H4 0.832 1.962 0.472  0.364
H5 1.362 -1.390 -0.317  0.303
H6 0.841 -1.089 1.349  0.315
H7 2.054 -0.026 0.555  0.362

lowest unoccupied orbital energy: 0.71 eV
HOMO: -8.057 eV
E: -6757.906 eV


C3H7NO | ωB97M-V/def2-TZVPD

Each line ends with the Mulliken spin population.
Element x y z (Å)
C1 1.624 -0.740 -0.922  0.857
C2 -1.116 0.206 0.411  0.033
C3 0.066 0.944 -0.254  -0.013
N1 1.395 0.234 -0.120  0.431
O1 2.128 0.552 0.852  0.662
H1 2.617 -1.302 -0.739  0.010
H2 1.219 -0.994 -1.912  0.019
H3 -1.039 0.367 1.462  0.001
H4 -1.955 0.682 -0.188  -0.006
H5 -1.074 -0.841 0.176  0.004
H6 -0.118 1.080 -1.358  -0.004
H7 0.300 1.964 0.255  0.006

lowest unoccupied orbital energy (alpha / beta): 1.06 / -1.39 eV
HOMO (alpha / beta): -6.027 / -10.403 eV
E: -6756.289 eV
multiplicity: 3


C3H7NO | ωB97M-V/def2-TZVPD

Each line ends with the Mulliken spin population.
Element x y z (Å)
C1 0.347 1.029 -0.010  0.010
C2 -0.359 0.051 -0.893  0.245
C3 -1.197 -0.915 -0.320  0.226
O1 -1.611 -0.904 0.951  0.122
N1 1.400 0.258 0.650  0.426
H1 0.822 1.879 -0.476  0.003
H2 -0.393 1.283 0.741  -0.003
H3 -0.421 0.144 -1.973  0.013
H4 -0.589 -0.947 0.951  -0.012
H5 -1.637 -1.646 -1.005  0.010
H6 1.297 -0.648 1.073  -0.012
H7 2.341 0.415 0.312  -0.027

lowest unoccupied orbital energy (alpha / beta): -4.60 / -8.48 eV
HOMO (alpha / beta): -15.690 / -14.735 eV
E: -6750.475 eV
charge: +1
multiplicity: 2